A molecular structure, C3H2CsFO2 in a non-equilibrium geometry. Source: the OMol25 dataset; level of theory: ωB97M-V with the def2-TZVPD basis set.

Last column: Löwdin spin population.
Positions of all 9 atoms, in Å:
Cs: -3.1982 -0.6532 -2.0385  0.000
F: 1.6015 0.3921 -0.7803  0.138
O: -2.6599 3.8328 0.7719  0.000
O: -0.1073 -1.6202 -0.0741  0.257
C: -3.0270 2.9339 0.2047  0.000
C: 1.0553 -1.5884 0.3568  0.104
C: 1.9067 -0.4682 0.1515  0.480
H: 1.5279 -2.4694 0.8216  0.001
H: 2.9009 -0.3595 0.5865  0.022

* HOMO level (alpha / beta): -12.4664 / -13.4602 eV
* multiplicity: 2
* expectation value of S²: 0.76
* net charge: +1

=====

A molecular structure, C36H40OsP2 in a non-equilibrium geometry. Source: the OMol25 dataset; level of theory: ωB97M-V with the def2-TZVPD basis set.

Last column: Löwdin spin population.
Positions of all 79 atoms, in Å:
Os: -0.9857 0.6814 -4.4198  1.857
P: -2.2608 -0.6735 -2.3981  0.230
P: 2.4412 -0.1913 -2.2061  0.047
C: 3.0809 2.4897 -2.4955  0.005
C: -2.9821 -3.3646 -2.5122  0.012
C: -0.1159 2.4224 -4.8325  0.163
C: -1.3776 -0.2937 -6.0950  0.133
C: 3.6264 -1.3638 -1.5818  0.001
C: -0.1160 -0.4326 -6.9327  0.025
C: 4.5131 3.3861 -4.2241  0.005
C: -2.1189 0.9519 -6.0082  0.189
C: 0.7016 1.3110 -5.2582  0.064
C: 3.9790 -3.4134 -0.3721  0.001
C: -1.7620 2.2361 -6.7002  0.050
C: -1.0344 3.1896 -5.7218  0.052
C: 3.2899 1.1916 -2.9904  0.021
C: -3.7214 0.3067 -2.9297  0.059
C: -2.6537 -2.2754 -1.6745  0.040
C: -4.5862 2.5624 -2.8177  0.003
C: -6.0633 0.6135 -2.5566  -0.001
C: -5.0080 -0.2538 -2.8432  0.027
C: -1.6976 0.3931 -1.0168  0.024
C: 1.5563 0.4891 -0.7990  0.008
C: 4.9659 -0.9921 -1.4226  0.000
C: -3.4886 -3.4242 0.2633  0.001
C: 3.1441 -2.6154 -1.1565  0.005
C: -3.5215 1.6892 -3.0686  0.069
C: 4.6960 2.1041 -4.7478  0.000
C: 0.1209 -0.9063 -3.6799  0.273
C: -3.6408 -4.4595 -1.9531  -0.001
C: -3.9326 -4.4512 -0.5789  0.012
C: 3.7194 3.5831 -3.0892  0.001
C: -2.7790 -2.3549 -0.2762  0.017
C: -5.8349 1.9956 -2.4912  0.029
C: 5.2890 -2.9938 -0.0998  0.000
C: 4.1061 1.0017 -4.1252  0.007
C: 1.4118 -1.1069 -3.3479  0.323
C: 0.8860 0.7011 -6.6480  0.016
C: 5.7950 -1.8045 -0.6463  0.000
H: 5.9416 -3.6303 0.5029  0.000
H: -2.7505 -3.2904 -3.5752  0.002
H: -2.6979 2.6933 -7.0442  0.005
H: 3.5946 -4.3590 0.0160  0.000
H: -1.7960 3.6627 -5.1029  0.002
H: 5.3297 -0.0666 -1.8775  0.000
H: 1.0460 -0.3298 -0.2774  0.000
H: 1.8700 0.2219 -6.6246  0.001
H: 3.5808 4.5756 -2.6598  0.000
H: 5.0014 4.2439 -4.6908  0.000
H: -2.3943 -1.5295 0.3254  0.001
H: -6.6546 2.6712 -2.2349  0.002
H: 4.2491 -0.0041 -4.5263  0.000
H: -1.1122 2.0216 -7.5612  0.004
H: 2.1253 -2.9267 -1.3999  0.003
H: -1.2684 1.2453 -1.6017  0.014
H: 2.4376 2.6618 -1.6324  0.000
H: 1.9190 -2.0336 -3.6945  0.023
H: -3.6965 -3.4184 1.3387  0.000
H: 6.8299 -1.5013 -0.4746  0.000
H: 2.2235 0.9865 -0.0781  0.000
H: -7.0686 0.1883 -2.4138  0.000
H: -5.1107 -1.3468 -2.9067  0.002
H: 0.2887 2.9467 -3.9529  0.032
H: -0.3400 -0.5230 -8.0121  0.004
H: -4.5040 -5.2749 -0.1476  0.001
H: -0.9105 -0.0655 -0.4029  0.000
H: -3.9558 -5.2821 -2.5974  0.000
H: -1.9863 -1.2025 -6.0271  0.025
H: 0.9588 1.4306 -7.4700  0.002
H: -2.5351 0.8196 -0.4470  0.003
H: 1.6442 1.2162 -4.6871  0.016
H: 0.8085 1.2024 -1.1457  0.004
H: 5.3177 1.9537 -5.6345  0.000
H: -0.5075 -1.8249 -3.7787  0.031
H: -2.5302 2.0879 -3.3895  0.029
H: -0.5354 3.9864 -6.2755  0.010
H: 0.3185 -1.4040 -6.6496  0.000
H: -4.4230 3.6319 -2.8588  0.000
H: -3.1655 0.8192 -5.7380  0.018

* HOMO level (alpha / beta): -11.7469 / -13.9489 eV
* multiplicity: 5
* expectation value of S²: 6.04
* net charge: +2

=====

2 unconnected molecules or ions with the total composition C5H12NO. Source: the OMol25 dataset; level of theory: ωB97M-V with the def2-TZVPD basis set.

Last column: Löwdin charge in e.
Positions of all 19 atoms, in Å:
O: -0.1246 -2.2038 -0.2369  0.019
N: -0.9410 -0.2326 1.4658  0.185
C: -0.1853 3.2448 0.0169  -0.067
C: 0.8759 -1.7052 -0.7356  -0.272
C: -0.6866 1.8513 0.2431  -0.121
C: 1.4708 -1.9769 -2.0522  -0.024
C: -0.3858 1.1305 1.3113  -0.100
H: -1.0338 3.9300 -0.0770  0.094
H: -0.5942 -0.8630 0.6840  0.088
H: -0.6583 -0.6740 2.3341  0.167
H: 1.3614 -0.9240 -0.1203  0.123
H: 1.8678 -1.0665 -2.5057  0.095
H: 0.7530 -2.4610 -2.7190  0.101
H: 0.3882 3.2564 -0.9123  0.091
H: 2.3121 -2.6707 -1.9910  0.106
H: 0.0735 1.5265 2.2036  0.129
H: -1.9626 -0.2369 1.4724  0.175
H: -1.2907 1.4442 -0.5639  0.127
H: 0.4128 3.6140 0.8480  0.085

* HOMO level: -14.2785 eV
* multiplicity: 1
* net charge: +1

=====

2 unconnected molecules or ions with the total composition C2H5PS in a non-equilibrium geometry. Source: the OMol25 dataset; level of theory: ωB97M-V with the def2-TZVPD basis set.

Last column: Löwdin charge in e.
Positions of all 9 atoms, in Å:
S: 0.6601 0.0493 -1.1602  0.727
P: -1.6620 -1.9617 -0.9605  0.716
C: -0.6920 -0.6944 -0.5069  -1.002
C: 1.3761 0.6161 0.3299  -0.479
H: -2.8226 -1.3541 -0.4675  -0.156
H: 2.3807 1.0495 0.0851  0.056
H: -1.2835 1.1967 0.8417  0.126
H: 0.6957 1.3271 0.8598  -0.008
H: 1.3476 -0.2285 0.9784  0.019

* HOMO level (alpha / beta): -9.0732 / -7.7265 eV
* multiplicity: 1

=====

A molecular structure, C41H61Cl2GeN3O2Si3W. Source: the OMol25 dataset; level of theory: ωB97M-V with the def2-TZVPD basis set.

Last column: Löwdin spin population.
Positions of all 114 atoms, in Å:
W: 0.3750 0.1943 0.8534  1.005
Ge: -1.1220 -0.0975 2.6636  -0.056
Cl: 7.4707 2.3276 -2.1198  0.000
Cl: 5.1181 -2.4815 -2.9977  0.000
Si: -3.0523 -1.0753 3.9146  -0.010
Si: -0.4668 2.3577 3.2373  -0.018
Si: 1.3267 -1.2010 3.2317  -0.007
O: 2.1002 -0.7915 0.3394  0.009
O: 2.0487 1.3655 0.2567  0.008
N: -0.9181 1.4276 -0.3000  0.014
N: -0.6157 -1.1488 -0.3999  0.014
N: 5.4945 0.5698 -3.3537  0.000
C: -1.6727 0.8073 -1.2473  0.004
C: 8.1645 -1.3318 -0.7120  0.000
C: 6.2808 -1.4730 -2.1918  0.000
C: -3.5606 -3.0884 -4.0969  0.000
C: 3.6382 0.4769 -4.8690  0.000
C: -0.3116 -2.4675 -0.4456  0.011
C: 3.2241 0.2421 -2.5063  0.001
C: 2.8533 -0.1183 3.2981  0.007
C: 6.3391 -0.0996 -2.4591  0.000
C: -0.8789 2.7731 -0.3071  0.009
C: -2.5557 -3.8021 -3.1933  0.000
C: -1.5924 3.5392 -1.1974  0.001
C: 3.7631 0.2748 -1.0785  0.002
C: -1.4614 -4.4470 -4.0634  0.000
C: 4.1300 0.4029 -3.5639  0.000
C: -4.4361 -0.3596 2.9006  -0.002
C: 1.3917 0.1672 -4.0960  0.000
C: 2.6489 0.3000 -0.1186  0.016
C: -0.9166 -3.3254 -1.3218  0.000
C: -3.2856 -4.8891 -2.3828  0.000
C: -0.2571 2.2401 5.0837  -0.008
C: 2.2872 0.3711 -5.1367  0.000
C: 7.1698 -2.0792 -1.3175  0.000
C: -2.4149 1.5263 -2.1524  0.000
C: -2.1309 3.0969 2.8255  -0.006
C: 8.2645 0.0259 -0.9702  0.000
C: -2.4065 2.9279 -2.1547  0.001
C: -1.5289 -0.6593 -1.2780  0.004
C: 0.5423 -1.3290 4.9257  -0.011
C: -3.0842 5.2087 -2.9883  0.000
C: -3.2231 3.6978 -3.1699  0.000
C: 7.3543 0.6262 -1.8198  0.000
C: -2.8312 -2.9024 3.6642  -0.003
C: 1.0340 3.2412 2.5599  0.007
C: -2.1747 -1.4901 -2.1682  0.000
C: -2.7281 3.3090 -4.5756  0.000
C: -4.7010 3.3008 -3.0080  0.000
C: -3.0371 -0.4943 5.6710  -0.002
C: -1.8890 -2.8554 -2.2192  0.002
C: 1.8732 0.1070 -2.7995  0.001
C: 1.5829 -2.9173 2.5666  0.003
H: -2.0928 4.1778 2.9902  -0.001
H: -2.1270 -0.7511 6.2118  0.000
H: 4.3459 0.5980 -5.6793  0.000
H: -2.4749 2.9284 1.8055  0.000
H: -4.0631 -4.4578 -1.7500  0.000
H: -3.0838 -2.3258 -4.7168  0.000
H: 4.3690 1.1763 -0.9505  0.000
H: 2.8591 0.7503 2.6424  0.001
H: -2.0570 5.5464 -3.1376  0.000
H: -0.2506 -2.0726 4.9796  0.000
H: 8.8756 -1.8117 -0.0545  0.000
H: -3.7619 -5.5844 -3.0732  0.000
H: -5.2963 3.8452 -3.7402  0.000
H: -4.3458 -0.5956 1.8390  0.000
H: 1.9074 2.9181 3.1288  0.000
H: -3.3006 3.8639 -5.3182  0.000
H: -1.5040 4.6138 -1.1429  0.000
H: -2.9955 0.9963 -2.8929  0.000
H: 0.3326 0.0562 -4.2937  0.000
H: 0.4500 -2.8012 0.2423  0.002
H: 1.1579 -0.0596 -1.9989  0.000
H: -2.7237 -3.1639 2.6101  0.000
H: 0.6443 -3.4651 2.4666  0.000
H: -5.3775 -0.7939 3.2503  0.000
H: -2.6029 -5.4642 -1.7567  0.000
H: 1.2794 3.1720 1.5031  0.001
H: -0.9066 -3.6943 -4.6261  0.000
H: 4.3839 -0.5990 -0.8687  0.000
H: -5.0737 3.5567 -2.0150  0.000
H: -0.3669 3.2668 5.4524  -0.002
H: -1.9943 -3.3201 4.2227  0.000
H: 9.0428 0.6240 -0.5177  0.000
H: 0.8890 4.3023 2.7916  0.001
H: -1.6739 3.5570 -4.7075  0.000
H: 0.7354 1.9047 5.3833  0.000
H: -0.2429 3.2378 0.4357  0.002
H: -2.8812 2.6976 3.5118  0.000
H: 7.0990 -3.1451 -1.1516  0.000
H: -3.2168 0.5786 5.7475  0.000
H: -3.8659 -0.9953 6.1820  0.000
H: 1.9376 0.4252 -6.1586  0.000
H: -2.8664 2.2467 -4.7830  0.000
H: -3.7374 -3.3952 4.0304  0.000
H: -2.8986 -1.0687 -2.8479  0.000
H: -4.3748 -2.6344 -3.5275  0.000
H: -3.4297 5.5357 -2.0056  0.000
H: 5.9598 1.2105 -3.9786  0.000
H: -0.6235 -4.3653 -1.3173  0.000
H: -4.5148 0.7220 3.0205  0.000
H: -3.6999 5.7134 -3.7312  0.000
H: -1.9305 -5.1237 -4.7768  0.000
H: 3.7196 -0.7339 3.0419  0.000
H: 0.2064 -0.3915 5.3614  -0.001
H: 2.1364 -2.9328 1.6292  0.000
H: -4.8663 2.2360 -3.1800  0.000
H: -1.0153 1.6381 5.5813  0.000
H: 2.1880 -3.4577 3.3025  0.000
H: -4.0083 -3.8151 -4.7728  0.000
H: 1.3572 -1.6946 5.5638  -0.002
H: -0.7545 -5.0315 -3.4742  0.000
H: 2.9951 0.2411 4.3198  0.001

* HOMO level (alpha / beta): -13.8668 / -13.8667 eV
* multiplicity: 2
* expectation value of S²: 0.77
* net charge: +3

=====

A gas-phase ion, C5H12N2 (charge +1) in a non-equilibrium geometry. Source: the OMol25 dataset; level of theory: ωB97M-V with the def2-TZVPD basis set.

Last column: Löwdin spin population.
Positions of all 19 atoms, in Å:
N: 1.5216 -1.8535 2.1320  0.255
N: -0.9316 2.1157 -1.5080  0.065
C: 0.5215 0.1767 -0.8359  0.076
C: -2.0447 0.2056 -0.5904  0.008
C: 1.3737 -0.8523 1.2838  0.170
C: -0.7919 1.0585 -0.5645  0.066
C: 0.6268 -0.9116 0.1156  0.311
H: 0.1043 -1.8128 -0.1856  0.008
H: -2.0646 -0.4322 0.2940  0.004
H: -0.1077 2.6863 -1.6476  0.004
H: 2.1120 -0.0608 1.4185  0.002
H: 1.3486 0.8763 -0.8525  0.006
H: -2.0246 -0.4642 -1.4511  0.001
H: -1.2578 1.8071 -2.4192  0.003
H: 0.4082 -0.2641 -1.8291  0.008
H: 2.0516 -1.6383 2.9723  0.005
H: -2.9175 0.8587 -0.6247  0.000
H: -0.6155 1.5329 0.4037  0.004
H: 0.8506 -2.6053 2.2317  0.005

* HOMO level (alpha / beta): -12.9741 / -12.9521 eV
* multiplicity: 2
* expectation value of S²: 0.76
* net charge: +1

=====

A gas-phase ion, CHClFO2S (charge -1) in a non-equilibrium geometry. Source: the OMol25 dataset; level of theory: ωB97M-V with the def2-TZVPD basis set.

Last column: Löwdin charge in e.
Positions of all 7 atoms, in Å:
Cl: 1.3514 1.7294 -0.1363  0.449
S: -1.2984 0.1803 -0.1446  0.539
F: 1.3792 -0.6576 -1.1375  -0.122
O: -1.5129 0.3497 1.2934  -0.561
O: -1.6895 -1.1306 -0.4918  -0.535
C: 0.7541 0.0193 -0.1355  -0.811
H: 1.0161 -0.4904 0.7522  0.041

* HOMO level: -3.6068 eV
* multiplicity: 1
* net charge: -1

=====

A molecular structure, C20H32IrN3OS3Si in a non-equilibrium geometry. Source: the OMol25 dataset; level of theory: ωB97M-V with the def2-TZVPD basis set.

Last column: Löwdin spin population.
Positions of all 61 atoms, in Å:
Ir: 0.4035 0.5385 -0.3677  0.081
S: 1.7272 -3.4429 -0.2662  0.000
S: -0.2728 -1.4123 1.4943  -0.004
S: -0.6564 -1.4340 -1.8330  0.022
Si: -2.9353 1.5238 -1.2604  0.002
O: -1.5982 0.8707 -0.6503  0.009
N: 0.4699 1.6710 1.5003  -0.003
N: 2.7835 1.8896 1.8337  0.000
N: 2.5726 0.2124 0.1885  0.016
C: 0.3157 -2.7644 -2.6229  0.003
C: -3.1574 3.3256 -0.7198  0.001
C: 0.8508 -3.9199 -1.7815  0.000
C: 0.6672 -4.0881 1.0616  0.000
C: 4.6729 0.5992 1.2523  0.001
C: 4.5175 -1.0202 -0.4823  0.001
C: 3.1909 -0.6940 -0.5938  0.008
C: -1.8454 -1.7837 0.7029  0.000
C: 0.3170 -3.0240 2.0953  -0.001
C: 1.1917 1.8626 -1.6840  0.739
C: -4.4768 0.5543 -0.7665  0.000
C: 3.3107 0.8749 1.0734  0.000
C: 5.2754 -0.3648 0.4835  -0.001
C: -1.7637 -2.3553 -0.7047  0.002
C: -1.0322 3.1446 2.6496  0.000
C: 1.5011 2.3235 2.0308  0.001
C: 1.3217 3.4417 2.8539  -0.001
C: -0.7790 2.0760 1.8322  0.002
C: -2.9092 1.5605 -3.1503  0.001
C: 0.0505 3.8587 3.1587  0.002
H: -3.8133 2.0363 -3.5315  0.000
H: 2.5688 -1.1607 -1.3376  0.003
H: -4.4689 -0.4446 -1.2108  0.000
H: -1.5808 1.4977 1.3992  0.000
H: -5.3758 1.0624 -1.1176  0.000
H: -0.3207 -3.1757 -3.4078  0.001
H: 0.0644 -4.6217 -1.5109  0.000
H: 4.9517 -1.7697 -1.1263  0.000
H: 1.2281 -4.8838 1.5512  0.000
H: -2.8498 0.5432 -3.5435  0.000
H: 1.9857 2.5561 -1.4284  0.056
H: -2.0507 3.4226 2.8736  0.000
H: -0.4496 -3.4008 2.7732  0.000
H: -1.4393 -3.3914 -0.7124  0.000
H: 1.2013 -2.7645 2.6781  0.000
H: -2.7568 -2.3009 -1.1504  0.001
H: -0.2276 -4.5234 0.6220  0.000
H: -2.0378 2.1139 -3.5052  0.000
H: 6.3199 -0.6046 0.6268  0.000
H: -2.4151 -2.4489 1.3542  0.000
H: 3.4708 2.4049 2.3597  0.000
H: 0.7552 1.9951 -2.6676  0.056
H: -3.7990 3.8619 -1.4188  0.000
H: 5.2330 1.1411 2.0024  0.000
H: -2.1850 3.8220 -0.6884  0.001
H: -2.3430 -0.8175 0.6607  0.000
H: -4.5640 0.4370 0.3169  0.000
H: 1.1316 -2.2188 -3.0982  0.000
H: -0.1063 4.7235 3.7885  0.000
H: 1.5771 -4.4615 -2.3874  0.000
H: -3.6067 3.3823 0.2750  0.000
H: 2.1893 3.9643 3.2336  0.000

* HOMO level (alpha / beta): -9.7035 / -11.1362 eV
* multiplicity: 2
* expectation value of S²: 0.77
* net charge: +1